--- A ---
This record from the Open Molecules 2025 dataset describes a cluster of 2 separate species, C2H7O in total. The level of theory is wB97M-V/def2-TZVPD.

Last column: Mulliken charge in e.
Element x y z (Å)
O -0.082 -2.226 -0.895  -1.11
H 0.895 -2.424 -0.815  0.12
C 0.647 0.688 0.475  -0.68
C -0.818 0.538 -0.063  -0.60
H 1.209 -0.204 0.338  0.22
H 0.647 0.962 1.645  0.18
H 1.179 1.456 -0.149  0.20
H -1.625 0.567 0.730  0.23
H -1.059 1.204 -0.869  0.27
H -0.995 -0.561 -0.397  0.17

For the HOMO energy, the calculation gives -2.236 eV. The calculation puts the HOMO-LUMO gap at 6.98 eV. Its charge is -1.



--- B ---
This record from the Open Molecules 2025 dataset describes a cluster of 2 separate species, C2H7O in total. The level of theory is wB97M-V/def2-TZVPD.

Last column: Mulliken charge in e.
Element x y z (Å)
O -2.693 -0.398 -0.519  -1.14
H -3.129 -1.323 -0.577  0.12
C 0.172 0.535 0.554  -0.88
C 1.397 -0.036 -0.285  -0.75
H -0.202 1.477 0.350  0.34
H -0.664 -0.055 0.467  0.32
H 0.443 0.500 1.616  0.25
H 2.159 0.692 -0.381  0.30
H 0.999 -0.338 -1.348  0.20
H 1.519 -1.053 0.124  0.23

For the HOMO energy, the calculation gives -2.104 eV. The calculation puts the HOMO-LUMO gap at 6.43 eV. Its charge is -1.



A comes first in stability; the runner-up is 0.0059 hartree higher.



--- A ---
This record from the Open Molecules 2025 dataset describes a cluster of 2 separate species, C3H3FS2 in total. The level of theory is wB97M-V/def2-TZVPD.

Last column: Mulliken charge in e.
Element x y z (Å)
C 0.629 0.075 -0.075  -0.12
C 0.687 -1.131 0.499  0.10
C 0.242 -0.113 1.314  -0.27
F -3.547 -1.592 -0.789  -0.25
S -0.034 0.659 2.682  -0.35
S -3.304 -1.040 0.761  0.10
H 0.247 0.584 -0.931  0.33
H 1.172 -2.091 0.606  0.33
H -2.113 -0.354 0.490  0.12

For the HOMO energy, the calculation gives -8.342 eV. Its SMILES is S=c1cc1.FS. The calculation puts the HOMO-LUMO gap at 7.94 eV.



--- B ---
This record from the Open Molecules 2025 dataset describes the molecule C3H3FS2. The level of theory is wB97M-V/def2-TZVPD.

Last column: Mulliken charge in e.
Element x y z (Å)
C 0.475 -0.503 0.987  -0.20
C 0.462 0.428 -0.368  0.26
C -0.862 0.283 -1.051  -0.21
H 1.230 0.075 1.721  0.24
H 0.925 -1.543 0.862  0.26
H -1.358 1.442 -1.255  0.25
F -0.762 -0.482 1.521  -0.23
S 1.451 1.509 -0.994  -0.21
S -1.561 -1.208 -1.422  -0.15

For the HOMO energy, the calculation gives -9.115 eV. Its SMILES is FCC(=S)C=S. The calculation puts the HOMO-LUMO gap at 7.40 eV.



B comes first in stability; the runner-up is 0.0609 hartree higher.



--- A ---
This record from the Open Molecules 2025 dataset describes the ion C10H14O3PS with charge -1. The level of theory is wB97M-V/def2-TZVPD.

Last column: Mulliken charge in e.
Element x y z (Å)
C 3.282 1.237 -1.479  -0.55
C 2.360 0.250 -1.455  -0.60
C 3.243 2.247 -0.481  -0.32
C 1.436 0.099 -0.356  0.28
C 2.225 2.282 0.414  -0.74
C 1.193 1.295 0.455  0.32
C -4.196 -1.325 -0.593  -1.24
C -3.163 -1.146 0.514  -0.39
C -2.230 0.036 0.248  -0.49
C -1.239 0.230 1.392  -0.93
O 2.405 -2.406 -0.764  -0.67
O 3.879 -0.971 0.571  -0.60
O 1.806 -1.847 1.527  -0.65
P -0.240 1.820 1.317  -0.17
S 2.543 -1.468 0.334  1.21
H 4.039 1.275 -2.248  0.35
H 2.384 -0.547 -2.180  0.41
H 4.012 3.009 -0.470  0.37
H 0.576 -0.527 -0.554  0.05
H 2.145 3.111 1.107  0.27
H -4.757 -0.402 -0.743  0.30
H -3.709 -1.583 -1.532  0.31
H -4.899 -2.118 -0.341  0.37
H -2.569 -2.057 0.613  0.30
H -3.676 -0.985 1.465  0.30
H -1.689 -0.128 -0.687  0.22
H -2.825 0.947 0.125  0.42
H -1.793 0.281 2.338  0.57
H -0.543 -0.609 1.465  0.30

For the HOMO energy (alpha / beta), the calculation gives -3.630 / -3.628 eV. Its SMILES is CCCC/P=C1/C=CC=C[C@H]1S(=O)(=O)[O-]. The calculation puts the HOMO-LUMO gap (alpha / beta) at 6.44 / 6.44 eV. Its charge is -1.



--- B ---
This record from the Open Molecules 2025 dataset describes a cluster of 2 separate species, C10H14O3PS in total. The level of theory is wB97M-V/def2-TZVPD.

Last column: Mulliken charge in e.
Element x y z (Å)
C 4.135 2.053 -0.598  -0.57
C 2.854 2.356 -1.119  -0.33
C 4.147 1.468 0.651  -0.22
C 1.743 1.640 -0.708  -0.37
C 3.013 0.853 1.153  -0.54
C 1.813 0.762 0.392  0.87
C -4.489 -1.218 0.179  -1.45
C -3.350 -0.328 -0.298  -0.65
C -2.169 -0.563 0.648  -0.97
C -1.042 0.121 -0.014  -1.02
O 1.023 -3.777 0.779  -0.59
O -0.226 -2.719 -1.031  -0.54
O 2.286 -2.414 -0.837  -0.52
P 0.345 0.097 1.231  -0.26
S 1.009 -2.696 -0.240  0.86
H 5.150 2.491 -0.877  0.25
H 2.611 3.061 -1.921  0.32
H 5.150 1.469 1.169  0.27
H 0.707 1.815 -1.186  0.10
H 2.807 0.451 2.210  0.16
H -4.150 -2.172 0.282  0.46
H -4.952 -0.779 0.996  0.36
H -5.356 -1.228 -0.513  0.35
H -3.713 0.663 -0.298  0.29
H -2.928 -0.470 -1.213  0.55
H -2.318 -0.191 1.596  0.57
H -2.046 -1.575 0.728  0.48
H -0.827 -0.389 -0.862  0.65
H -1.226 1.219 -0.297  0.49

For the HOMO energy (alpha / beta), the calculation gives -3.487 / -3.771 eV. The calculation puts the HOMO-LUMO gap (alpha / beta) at 6.15 / 7.10 eV. Its charge is -1.



A comes first in stability; the runner-up is 0.0675 hartree higher.



--- A ---
This record from the Open Molecules 2025 dataset describes the molecule C4H5ClOS. The level of theory is wB97M-V/def2-TZVPD.

Last column: Mulliken charge in e.
Element x y z (Å)
C 0.225 0.907 0.097  0.40
C -0.818 -0.080 0.724  -0.72
C -0.153 -1.146 -0.112  -0.03
C 0.993 -0.255 -0.404  -0.10
H -0.055 2.765 -0.828  0.39
H 1.038 1.390 0.766  0.30
H -1.974 0.086 0.741  0.29
H -0.521 -0.188 1.732  0.26
H -0.776 -1.510 -1.041  0.22
O -0.177 1.600 -1.040  -0.57
S 2.302 -0.756 -1.211  -0.26
Cl -0.085 -2.814 0.578  -0.20

For the HOMO energy, the calculation gives -8.856 eV. Its SMILES is O[C@H]1C[C@H](Cl)C1=S. The calculation puts the HOMO-LUMO gap at 7.97 eV.



--- B ---
This record from the Open Molecules 2025 dataset describes the molecule C4H5ClOS. The level of theory is wB97M-V/def2-TZVPD.

Last column: Mulliken charge in e.
Element x y z (Å)
C -0.571 0.636 1.982  -0.69
C -0.404 0.049 -0.277  -0.19
C 0.014 -0.425 -1.483  0.42
C 1.438 -0.650 -1.716  -0.26
H 0.161 1.198 2.818  0.21
H -0.994 -0.338 2.427  0.33
H -1.425 1.439 1.915  0.31
H -1.492 -0.016 0.025  0.33
H 2.060 -0.134 -0.905  0.24
O 0.193 0.338 0.886  -0.32
S 2.171 -1.491 -2.916  -0.21
Cl -1.151 -0.607 -2.757  -0.18

For the HOMO energy, the calculation gives -8.648 eV. Its SMILES is CO/C=C(/Cl)C=S. The calculation puts the HOMO-LUMO gap at 7.97 eV.



B comes first in stability; the runner-up is 0.0250 hartree higher.



--- A ---
This record from the Open Molecules 2025 dataset describes the molecule C3H7ClO. The level of theory is wB97M-V/def2-TZVPD.

Last column: Mulliken charge in e.
Element x y z (Å)
C 2.009 -0.980 0.348  -0.78
C 0.625 1.147 -0.195  -0.39
C -0.794 0.816 0.598  -0.53
H 2.309 -0.318 1.048  0.40
H 1.180 -1.533 0.902  0.22
H 2.720 -1.524 0.036  0.35
H 0.040 1.654 -0.951  0.32
H 1.086 2.179 0.346  0.24
H -0.690 0.306 1.671  0.27
H -1.302 1.778 0.750  0.40
O 1.633 0.132 -0.624  -0.33
Cl -1.732 -0.559 -0.195  -0.18

For the HOMO energy, the calculation gives -10.004 eV. Its SMILES is COCCCl. The calculation puts the HOMO-LUMO gap at 10.90 eV.



--- B ---
This record from the Open Molecules 2025 dataset describes the molecule C3H7ClO. The level of theory is wB97M-V/def2-TZVPD.

Last column: Mulliken charge in e.
Element x y z (Å)
C -1.032 -0.419 0.751  -1.51
C 0.005 0.406 0.020  0.51
C 0.789 -0.134 -1.191  -0.60
H -1.771 -0.855 0.154  0.36
H -0.535 -1.104 1.327  0.45
H -1.409 0.235 1.549  0.40
H -0.588 1.401 -0.206  0.19
H 0.811 0.271 1.757  0.33
H 1.640 0.511 -1.208  0.32
H 1.115 -1.164 -1.143  0.30
O 0.963 0.850 0.941  -0.54
Cl 0.011 0.003 -2.753  -0.21

For the HOMO energy, the calculation gives -10.406 eV. Its SMILES is C[C@@H](O)CCl. The calculation puts the HOMO-LUMO gap at 11.31 eV.



B comes first in stability; the runner-up is 0.1006 hartree higher.



--- A ---
This record from the Open Molecules 2025 dataset describes a cluster of 2 separate species, C4H12OS in total. The level of theory is wB97M-V/def2-TZVPD.

Last column: Mulliken charge in e.
Element x y z (Å)
C -3.396 0.258 -0.122  -0.82
S -2.199 -1.088 0.043  -0.10
C -1.128 -0.619 -1.376  -0.78
H -4.323 -0.048 0.351  0.31
H -3.011 1.149 0.350  0.28
H -3.657 0.404 -1.162  0.28
H -1.637 -0.859 -2.289  0.38
H -0.197 -1.156 -1.248  0.24
H -0.967 0.450 -1.226  0.21
C 1.772 0.127 0.534  0.12
O 1.241 0.237 1.842  -0.54
C 3.274 0.326 0.598  -1.13
H 1.279 0.833 -0.124  0.20
H 1.617 -0.876 0.102  0.14
H 0.425 -0.291 1.901  0.30
H 3.508 1.076 1.348  0.32
H 3.648 0.698 -0.351  0.32
H 3.752 -0.620 0.831  0.26

For the HOMO energy, the calculation gives -8.751 eV. Its SMILES is CCO.CSC. The calculation puts the HOMO-LUMO gap at 9.61 eV.



--- B ---
This record from the Open Molecules 2025 dataset describes a cluster of 2 separate species, C4H12OS in total. The level of theory is wB97M-V/def2-TZVPD.

Last column: Mulliken charge in e.
Element x y z (Å)
C 0.042 -3.078 0.946  -1.22
C 0.650 -1.795 0.314  -0.45
C -0.174 -0.556 0.656  -0.55
C 0.350 0.671 -0.103  -0.69
S -0.018 2.238 0.779  -0.24
H 0.856 -3.767 1.123  0.34
H -0.374 -2.826 1.920  0.32
H -0.724 -3.485 0.370  0.35
H 0.651 -1.924 -0.770  0.28
H 1.669 -1.687 0.685  0.35
H -0.156 -0.390 1.724  0.36
H -1.193 -0.687 0.282  0.30
H -0.087 0.743 -1.085  0.37
H 1.424 0.627 -0.116  0.36
H -1.336 2.024 0.851  0.10
H -1.133 4.790 -2.990  0.30
H 0.055 4.868 -2.056  0.31
O -0.501 4.235 -2.530  -0.61

For the HOMO energy, the calculation gives -8.754 eV. Its SMILES is CCCCS.O. The calculation puts the HOMO-LUMO gap at 9.60 eV.



B comes first in stability; the runner-up is 0.0130 hartree higher.